The following is a DFT calculation (wB97M-V/def2-TZVPD) of a molecular structure, C45H58F12MnN11OP2 at a distorted geometry.

The geometry in XYZ format:
```
130
Properties=species:S:1:pos:R:3:forces:R:3
Mn 2.420243 2.045314 0.941898 -1.6 -1.9 -0.8
P 4.747852 -3.354014 2.474697 1.0 0.6 -3.1
F 6.324151 -3.705626 2.310980 -0.6 -0.7 -0.2
F 4.586815 -2.999736 0.869922 0.5 0.2 1.2
F 4.209589 -4.803055 2.004184 0.3 -0.8 1.3
F 3.205229 -2.869470 2.677242 -0.7 -0.1 0.8
F 4.863648 -3.792893 4.027706 -0.6 0.2 -0.1
F 5.212275 -1.823743 2.735501 -0.3 0.2 0.8
P 4.554877 -0.181959 -1.320499 2.4 -6.0 -1.9
F 3.442729 0.238414 -2.445480 0.7 0.7 0.6
F 3.680773 -1.506402 -1.037617 -1.7 1.0 0.5
F 5.436006 -1.197067 -2.301598 -0.8 0.9 -1.7
F 5.558207 -0.755647 -0.229511 0.8 1.5 1.7
F 5.576110 0.947277 -1.795753 -0.7 1.6 0.6
F 3.862449 0.684323 -0.140763 -0.9 1.1 0.0
C -0.235553 0.243831 -0.252869 0.5 1.2 0.9
O 0.511368 1.224476 0.476281 0.5 -0.2 -0.4
H -1.018049 -0.203110 0.360351 0.0 -0.4 0.8
H -0.868200 0.667004 -1.033122 0.3 0.5 -0.7
H 0.350750 -0.554772 -0.707372 0.3 0.0 -0.1
N 3.216444 -4.387533 -1.783740 3.3 -0.6 0.3
C 3.825505 -3.745399 -2.842691 -0.6 -1.5 -0.1
C 5.110987 -4.294285 -3.017374 -1.5 1.8 -1.7
C 5.363949 -5.186528 -2.005519 -1.8 -0.8 2.5
C 4.213149 -5.182276 -1.184721 -0.9 -0.3 -1.2
H 2.254903 -4.330099 -1.480012 0.5 0.3 0.0
H 3.146317 -3.132125 -3.416282 0.7 0.3 -0.3
H 5.728176 -4.082113 -3.877872 0.1 0.2 0.2
H 6.206158 -5.837199 -1.821914 0.1 0.3 -0.1
H 3.930890 -5.738186 -0.302857 0.4 0.0 0.0
N -0.254464 5.802850 -2.496209 1.3 1.2 0.9
C -0.321877 4.613641 -3.121769 -1.2 -0.1 0.1
C -1.298769 3.923759 -2.418504 0.2 -1.8 -2.1
C -1.753041 4.694745 -1.366750 -1.3 -0.5 1.5
C -1.012604 5.804596 -1.339870 0.9 2.7 -1.4
H 0.335832 6.572850 -2.776848 0.0 -0.3 0.2
H 0.209149 4.452960 -4.048369 -0.1 -0.3 0.2
H -1.701737 2.975503 -2.742287 0.1 -0.1 0.2
H -2.618757 4.562465 -0.734725 0.3 -0.5 0.1
H -1.025787 6.730915 -0.784747 -0.3 -0.3 0.3
N 1.856304 0.762201 3.323954 -0.2 1.5 -1.1
C 1.956145 2.147081 3.395060 -1.2 -0.9 1.5
C 3.256269 2.503322 3.126867 0.7 -1.2 -0.1
C 3.909204 1.258507 2.771368 0.7 0.1 -0.9
C 2.961593 0.255761 2.752600 0.5 -0.4 2.2
H 1.116501 0.127436 3.588270 -0.7 0.6 -0.2
H 1.116842 2.714298 3.769516 0.1 0.2 -0.1
H 3.707549 3.480598 3.214561 -0.2 -0.2 0.0
H 4.940279 1.019992 2.555936 0.0 0.5 -0.2
H 3.002929 -0.823224 2.730458 0.6 0.0 -0.7
N 0.126373 -3.527980 -0.253765 0.1 -0.6 -0.2
C -0.364055 -4.049628 -1.409888 -0.2 -1.0 0.0
C -0.025636 -5.408053 -1.395647 -2.4 1.5 -3.2
C 0.683987 -5.687775 -0.278393 0.9 -1.6 1.3
C 0.783594 -4.537479 0.412892 0.3 2.3 1.9
H 0.011869 -2.571712 0.050424 0.4 -0.1 0.0
H -0.932685 -3.467242 -2.119732 0.1 0.0 0.1
H -0.369036 -6.066465 -2.179856 0.3 -0.2 0.1
H 1.063119 -6.669954 -0.037569 0.2 0.3 0.2
H 1.292662 -4.220558 1.311114 0.3 -0.5 0.0
N -5.748089 -2.531909 1.019971 2.1 0.0 -2.6
C -5.351612 -2.716230 -0.308873 0.4 0.6 -0.7
C -3.958326 -2.586946 -0.431211 -1.4 -1.5 0.7
C -3.422528 -2.550044 0.893017 -2.3 1.2 -0.6
C -4.571713 -2.342282 1.673009 1.1 -0.6 2.4
H -6.684609 -2.594830 1.392889 0.4 0.2 -0.1
H -6.068483 -2.859830 -1.103774 -0.1 0.0 0.2
H -3.350950 -2.716407 -1.314803 -0.3 0.0 -0.1
H -2.365946 -2.648031 1.094083 -0.2 0.4 0.5
H -4.669353 -2.065602 2.712392 0.4 -0.4 0.2
N -3.887690 0.794812 1.859535 0.7 0.3 1.2
C -3.799259 1.858894 1.015698 -0.7 0.2 -0.1
C -4.376177 2.938135 1.667034 0.3 0.0 -1.8
C -4.750074 2.516420 2.932637 -0.6 1.0 1.2
C -4.363248 1.231525 3.086682 0.0 -1.6 -0.5
H -3.545455 -0.145162 1.720206 0.1 0.1 -0.4
H -3.366900 1.762252 0.030750 -0.1 0.0 0.1
H -4.513585 3.927716 1.256856 0.1 -0.1 0.0
H -5.275984 3.132502 3.646959 0.2 -0.1 0.2
H -4.360652 0.559534 3.932151 -0.3 0.0 -0.1
N 0.649186 -2.498621 4.323881 1.0 -1.7 -0.2
C -0.234076 -2.502963 3.303114 -0.3 0.4 0.3
C -0.895115 -1.304138 3.425651 -2.0 -0.5 -1.3
C -0.491930 -0.634556 4.586363 1.0 0.4 0.1
C 0.569190 -1.382678 5.040518 -0.1 0.0 2.0
H 1.266489 -3.255973 4.579701 0.2 0.1 -0.4
H -0.393076 -3.362115 2.668320 0.2 0.2 -0.1
H -1.707275 -1.060243 2.756839 0.0 0.3 0.1
H -0.762121 0.330832 4.988153 -0.2 -0.1 -0.2
H 1.214325 -1.322694 5.904578 -0.1 0.4 0.0
N -1.710474 3.338759 3.251896 -0.3 -1.1 -2.0
C -1.339723 3.887290 2.067074 0.5 2.7 0.2
C -0.822640 5.176089 2.400824 -0.3 -1.6 -2.4
C -0.814609 5.263358 3.760758 -0.1 1.0 2.1
C -1.440454 4.161596 4.269331 0.1 -0.3 1.6
H -2.248976 2.485641 3.203849 0.0 0.0 0.7
H -1.570997 3.463452 1.101007 0.2 -0.2 0.4
H -0.561861 6.006110 1.760925 0.2 -0.4 -0.3
H -0.414219 6.080312 4.342719 -0.2 0.0 0.0
H -1.731522 3.922795 5.281587 0.2 -0.1 -0.1
N 1.546910 3.888689 -0.561773 2.8 0.2 2.3
C 2.642502 3.334587 -1.192070 -2.7 0.2 -3.1
C 3.790104 3.703292 -0.620424 2.3 0.1 1.0
C 3.476447 4.363425 0.601780 -0.5 -0.2 -1.1
C 2.106013 4.399362 0.630370 -1.5 2.1 0.0
H 0.598667 3.917193 -0.908329 -0.2 -0.5 0.4
H 2.403104 2.809032 -2.104684 0.6 -0.2 -0.1
H 4.791554 3.550571 -0.994820 -0.2 -0.5 0.0
H 4.150297 4.829907 1.305138 -0.1 -0.2 0.0
H 1.572688 4.991768 1.359086 -0.6 -0.4 -0.2
N -1.537724 0.029214 -4.263582 -0.1 0.5 -0.2
C -1.376140 -1.312572 -3.991032 -0.5 1.1 0.5
C -0.053241 -1.541685 -4.096055 1.5 -1.8 0.2
C 0.639803 -0.384608 -4.488597 -0.2 1.3 -0.3
C -0.317146 0.592741 -4.593719 -1.0 -0.3 0.6
H -2.348567 0.603723 -4.083119 -0.1 -0.5 -0.2
H -2.157032 -1.964167 -3.627671 -0.1 0.3 -0.2
H 0.398322 -2.488465 -3.838960 0.1 0.0 -0.2
H 1.684812 -0.177690 -4.666187 0.0 -0.5 0.2
H -0.307292 1.660171 -4.757762 0.3 -0.1 -0.2
N -5.132865 -1.167864 -5.312511 -0.5 -0.9 1.0
C -5.134959 -1.477104 -3.982631 0.4 -0.9 1.2
C -4.928403 -0.333288 -3.241486 0.2 -1.0 0.8
C -4.805395 0.709364 -4.126301 -0.7 1.0 -3.0
C -5.008331 0.156614 -5.405127 0.7 1.8 -0.3
H -5.202174 -1.815872 -6.084125 -0.1 0.2 0.3
H -5.161867 -2.472383 -3.564190 -0.1 -0.1 -0.5
H -4.779573 -0.274182 -2.173420 -0.2 -0.2 0.0
H -4.675550 1.773173 -3.992643 0.0 -0.1 0.3
H -5.073957 0.579473 -6.396736 0.2 0.4 0.2
```
Positions in Å, forces in eV/Å.

Its frontier orbital gap (spin up / spin down) is 5.46 / 5.45 eV. The HOMO energy (spin up / spin down) is -0.138 / -0.138 Ha. The total energy comes out at -5459.52186 Eh. As for the charge: -1. The multiplicity is 6.